{
  "formula": "C4H9NOS",
  "method": "ωB97M-V/def2-TZVPD",
  "homo_ev": [0.47, -3.58],
  "e_tot_ha": -685.93002,
  "e_lumo_ev": [3.197, 3.142],
  "gap_ev": [2.731, 6.725],
  "s_squared": 0.75,
  "multiplicity": 2,
  "total_charge": -1,
  "symbols": ["C", "N", "C", "O", "C", "C", "S", "H", "H", "H", "H", "H", "H", "H", "H", "H"],
  "positions_angstrom": [[1.3036, 1.0115, -0.0033], [0.9859, -0.1457, 0.8212], [2.0188, -1.0851, 1.1659], [1.7637, -2.3263, 1.1180], [0.0568, 1.6925, -0.5582], [-0.8500, 0.6942, -1.3516], [-2.4034, 0.0663, -0.5367], [1.8535, 1.6739, 0.6644], [2.0251, 0.7998, -0.8172], [0.0991, -0.5226, 0.5923], [2.6717, -0.6646, 1.9582], [-0.5122, 2.1112, 0.2720], [0.3237, 2.4532, -1.2907], [-1.2049, 1.1492, -2.2691], [-0.2253, -0.1818, -1.5115], [-1.8138, -0.8293, 0.2650]],
  "forces_ev_per_angstrom": [[0.38, -0.26, 0.53], [0.30, 1.30, -0.22], [0.24, 0.28, -0.15], [-0.19, -0.44, 0.07], [-0.71, -0.70, -0.02], [0.22, -0.06, 1.09], [0.51, 0.39, -0.27], [0.03, 0.61, -0.19], [-0.23, -0.37, -0.05], [-0.42, -0.97, -0.20], [-0.02, -0.10, 0.01], [-0.08, 0.28, -0.12], [0.19, 0.34, 0.28], [0.05, -0.17, -0.21], [-0.22, -0.10, -0.61], [-0.04, -0.01, 0.05]]
}